1.
# C32H34AsCl2CoN4O5S2

A structure of composition C32H34AsCl2CoN4O5S2 (wB97M-V/def2-TZVPD, the Open Molecules 2025 dataset).

```
! wB97M-V def2-TZVPD RIJCOSX def2/J DEFGRID3
* xyz -2 3
C -1.6907 -3.9276 -4.3665
C 5.3686 -2.9582 -2.4653
As 0.9668 -2.6198 -0.6821
C 3.0465 1.2635 0.0249
H -0.4332 -5.3159 -1.5436
C 0.2467 -4.0970 1.6494
N -2.3339 -0.4725 -1.7125
N -2.2730 -2.5381 3.7020
C -1.1515 -2.6522 -4.2483
H 0.3953 -0.3156 1.2675
O 0.2782 3.2834 0.4284
N -1.5526 -0.4339 4.3465
O 0.0778 5.5296 0.1985
H 0.7924 5.5682 2.5904
H -0.7822 -0.1913 6.2513
C -0.6270 -4.5633 -2.2999
C -2.1448 -1.2072 3.3842
C -2.3335 -3.0150 5.0723
C -1.4312 -4.8788 -3.3914
H 3.6533 -3.5133 0.3932
H -3.9888 1.4702 -3.8474
H 2.0184 -7.4360 0.8899
H -0.4212 -5.0252 3.4630
C 1.5182 -6.4993 1.1066
H 4.0987 1.3685 0.3000
C -3.7869 0.6034 -3.2318
S -2.5354 -0.6016 1.9072
H 0.5831 1.2847 1.6462
H -1.5570 0.5451 4.0987
H 2.7380 0.6054 2.0568
H 0.7094 -7.1814 2.9777
C -1.3038 -2.2678 5.9011
O 1.8208 0.4627 -1.8483
H 0.0058 -1.3152 -3.0283
H -2.8578 -2.2989 -0.9934
H -2.5190 -0.5169 6.2206
H 6.3801 -2.9747 -2.8534
S -1.4897 1.9461 -2.5020
C 3.8272 -3.2531 -0.6454
C 0.1473 -5.1544 2.5493
C -3.1960 -1.5103 -1.6493
H 2.5752 -0.6680 0.8577
H -2.3274 -4.1717 -5.2089
O 4.0560 0.4980 -1.9935
Cl -1.4763 5.1119 2.9462
C 2.3412 0.3842 1.0565
C -0.0849 -3.2912 -2.1794
C -2.5777 0.6514 -2.4892
C -4.3653 -1.5443 -2.3592
C 4.3202 -2.5339 -3.2661
C 0.1772 4.7052 2.3586
H -2.8228 -3.0308 3.0145
N 0.8816 0.5405 1.0255
H -2.1382 -4.0888 5.0682
C 5.1208 -3.3068 -1.1470
C 0.1841 4.4569 0.8082
Co 0.0074 1.2428 -0.8422
Cl 0.8166 3.3504 3.3585
H -1.3692 -2.5658 6.9489
H -5.5714 -0.4246 -3.7679
H -1.8587 -5.8722 -3.4716
H -1.3744 -1.8893 -4.9840
H 2.2421 -2.0872 -3.3935
H -3.3349 -2.8619 5.5009
C 0.9809 -4.2262 0.4730
H 2.1929 -5.5527 -0.6966
C -4.6602 -0.4469 -3.1820
H 2.5723 2.2496 0.0454
C 1.6136 -5.4406 0.2127
H -0.2486 -3.1580 1.8726
H -5.0102 -2.4072 -2.2776
H 4.5101 -2.1908 -4.2749
O -1.2360 -0.5640 -1.0069
C 2.7643 -2.8620 -1.4558
C 3.0290 -2.4790 -2.7653
C 2.9799 0.6978 -1.4016
C -0.3612 -2.3302 -3.1548
H -0.3016 -2.5041 5.5376
H 5.9355 -3.6036 -0.4954
C -1.5567 -0.7771 5.7556
C 0.7826 -6.3560 2.2781
*
```

Output
Molar mass, g mol⁻¹: 823.542
Calculated total energy, eV: -195116.473
HOMO-LUMO gap (alpha / beta), eV: 4.112 / 3.153
Maximum force, eV Å⁻¹: 0.545



2.
# C19H16Cl5OP2S4V

A structure of composition C19H16Cl5OP2S4V (wB97M-V/def2-TZVPD, the Open Molecules 2025 dataset).

```
! wB97M-V def2-TZVPD RIJCOSX def2/J DEFGRID3
* xyz -1 2
H -2.3855 3.5407 2.5458
H 2.9154 -0.7197 1.2520
H 3.8293 0.2621 0.1143
C 2.7355 -1.7959 -2.4355
S 4.1400 -1.4223 -3.4466
O 6.5791 -1.8383 -2.5262
Cl -6.1732 -0.0571 -1.2629
C 5.3933 -1.9317 -2.3137
P 1.4441 0.4651 -0.3117
H -2.5566 1.0934 2.4260
C -0.6931 0.8500 1.3803
H 1.3614 3.4060 0.4969
H 1.4439 2.0927 -2.1301
C -2.3048 -1.5033 1.8616
Cl -4.3527 2.4461 -1.6795
H 3.0020 1.0516 1.4818
Cl -4.8667 -2.9087 -1.1788
H -3.1094 -1.1413 1.2225
H 1.3259 -0.9589 2.5851
Cl -1.6605 -3.1028 -1.1977
C 0.5142 2.8840 0.9257
Cl -1.3209 2.0867 -2.1032
S 1.1463 -1.4743 -3.0390
H -0.3873 4.6917 1.6455
C -1.5885 2.9714 2.0834
S 1.8003 -2.8448 -0.0876
H 2.7804 2.4065 -0.9726
H -2.4463 -1.1405 2.8797
C -1.6867 1.5886 2.0120
H 2.8726 1.0611 -2.1288
C 2.9448 0.2443 0.7501
C -3.8764 -1.5006 -1.3401
C 3.0030 -2.3281 -1.2194
C -3.6404 0.8764 -1.5573
H -2.3196 -2.5935 1.8612
C -0.4720 3.6143 1.5717
C 0.3917 1.5064 0.7837
C -4.4606 -0.2358 -1.3849
C 0.3454 -1.4176 2.6695
C -2.5002 -1.5978 -1.3702
V 0.1368 -1.3302 -0.9308
H -0.1327 -1.0940 3.5957
S 4.7057 -2.5817 -0.8233
H 0.4703 -2.5012 2.6695
P -0.6731 -0.9688 1.2029
C 2.2018 1.6436 -1.4960
C -1.6150 -0.5148 -1.4447
C -2.2610 0.7212 -1.6361
*
```

Output
Molar mass, g mol⁻¹: 678.761
Calculated total energy, eV: -172232.113
HOMO-LUMO gap (alpha / beta), eV: 6.254 / 5.626
Maximum force, eV Å⁻¹: 2.038



3.
# C42H46BCsN12O

A structure of composition C42H46BCsN12O (wB97M-V/def2-TZVPD, the Open Molecules 2025 dataset).

```
! wB97M-V def2-TZVPD RIJCOSX def2/J DEFGRID3
* xyz -1 2
N -0.4349 -5.6097 -2.0181
H 1.0103 -0.2129 7.2439
C 2.3101 5.0688 -0.6134
C 1.3997 -0.3502 6.2694
H -1.9285 3.9664 1.9230
C 2.1580 -1.4499 6.1645
C -4.2909 4.3559 -4.3349
C -3.2423 4.2617 -2.1641
C 2.6620 -1.7987 4.8840
H -0.8290 0.2894 3.5782
C 1.3685 4.1739 -0.9751
C -0.1217 4.7641 2.6700
H 3.6040 -2.9891 1.1850
N 0.1881 -4.6317 0.3039
C 1.0405 4.4021 3.2059
H 2.1566 -5.9488 -2.7930
C 0.2730 4.5051 -1.7368
H -5.3350 4.8104 -2.5200
C -2.0218 3.7345 -4.1105
H 4.6112 0.0581 2.2246
H -2.5573 0.4033 3.1608
H 4.5750 -4.7508 -3.1571
N 0.0090 -3.5872 1.1326
H 0.1838 -3.1722 3.1589
H -2.9824 0.8789 0.7182
N -0.5237 -3.1894 -1.7118
H 4.3270 -2.5383 -1.6510
H -1.1606 -0.9796 -3.9461
N -0.2084 -2.6109 -2.8788
H 3.0334 7.1424 -1.0208
C -4.3896 4.4636 -2.9500
H 2.5368 2.7962 3.6533
C 3.6990 -4.4457 -2.6080
C -1.1524 -1.6825 -3.1082
H -0.2471 -8.5692 -3.1766
H -3.5458 1.4632 -3.9073
H -3.0303 -1.0632 -2.0451
H -4.6327 1.8578 -1.8427
C -0.9629 3.7402 2.2798
C 1.5198 3.0965 3.2166
C -1.4199 -5.5257 -2.9548
H -2.9944 1.0718 -1.7298
N 0.0828 -6.8748 -2.0209
H -1.5491 -0.7088 2.2446
N 2.4172 -3.1939 -1.2225
H 3.1525 4.8808 0.0478
C -1.5500 0.2525 2.7406
C 3.6382 -2.6424 2.2006
H -2.9554 3.8619 -6.0053
C 0.2388 5.8137 -2.2685
H 1.6692 5.1709 3.5598
C 1.5864 0.0631 3.8559
C 1.2230 0.4547 5.1178
C 2.3728 -1.1001 3.7147
H 0.7823 -6.0075 3.2268
C 3.6341 -0.2397 1.7546
H -2.2855 2.2773 0.1599
H 1.3689 3.1520 -0.4882
N 1.7445 -4.2822 -1.6615
C -2.5265 1.7740 1.0568
H 2.4065 -2.0442 7.0303
H -1.9389 -4.5870 -3.1042
H -2.0383 -2.8891 -0.2381
H -1.0427 3.4900 -4.5131
H 0.7287 -6.6082 0.4769
C 0.5388 -5.3599 2.3256
H 3.3732 -2.5617 4.8864
C -0.8389 3.4752 -1.9779
H 2.9666 -3.3262 2.8391
C 0.5564 -5.6833 1.0002
Cs 0.6309 -0.2169 -0.1981
C -1.5290 -6.7643 -3.5938
H 4.6502 -2.7295 2.6136
H -0.5727 6.1374 -2.9430
N -1.3348 1.4208 1.8568
C -3.1004 3.9779 -4.9468
C 0.6933 2.0682 2.8556
N 1.2846 0.7751 2.7392
H 3.7629 -0.4287 0.6934
H -3.3408 2.3576 1.6184
H 3.0977 0.6090 1.9249
H -0.5085 5.7763 2.6249
H -3.2558 4.4103 -1.1156
N -0.8117 2.2569 -1.5644
H 1.1862 7.7147 -2.3753
H 0.5850 1.3145 5.0286
H -4.4648 0.1306 -1.5300
C -2.0390 3.8809 -2.7497
C -0.5757 -7.5456 -2.9580
C -0.5834 2.4462 2.3494
C 2.3111 6.3528 -1.1723
C -1.7167 -2.6593 -1.2377
C 3.5636 -3.2842 -1.8618
B 0.2649 -4.4751 -1.2211
C -3.9918 1.0091 -2.0898
C 0.2208 -3.9910 2.3599
H -5.2016 4.3405 -4.8948
C -2.1486 -1.6905 -2.1134
C 1.2434 6.7140 -1.9732
C 2.4907 -5.0080 -2.4588
O -4.0256 0.6848 -3.4773
N 3.0212 -1.3403 2.4636
H -2.2153 -6.9999 -4.4100
*
```

Output
Molar mass, g mol⁻¹: 878.630
Calculated total energy, eV: -65452.862
Energy above the lowest of the compared OMol25 structures with the same formula, charge and spin, kcal per mole: 30.9
HOMO-LUMO gap (alpha / beta), eV: 5.516 / 3.878
Maximum force, eV Å⁻¹: 3.601



4.
# C9H28N5ORuSeSi

A structure of composition C9H28N5ORuSeSi (wB97M-V/def2-TZVPD, the Open Molecules 2025 dataset).

```
! wB97M-V def2-TZVPD RIJCOSX def2/J DEFGRID3
* xyz 2 6
H -4.5439 0.5362 -1.1930
H 4.5296 3.2562 0.7968
H 0.6353 -2.4129 -2.4602
H -3.8365 -1.0583 -1.3917
N -2.7488 0.1693 -0.0861
H 0.6924 4.5763 -0.7657
H 2.4687 -1.5380 2.7226
Ru -0.5983 -0.5626 -0.5279
Se 0.9863 1.1229 -0.6000
H -2.7283 -1.6772 -3.7926
H -0.9429 0.3268 -3.2084
H 0.2729 3.3695 2.0129
H 4.0270 1.5956 1.1280
C 1.1209 -2.8661 4.3509
H 4.1898 2.1666 -0.5489
H 0.1103 -3.2099 -1.1383
N -0.1178 -2.4560 -1.7796
H 2.2657 5.2906 -0.3934
C 1.7623 4.3731 -0.7130
H 1.4065 2.1408 2.6226
H -1.0353 -1.5739 -4.2255
H -3.1417 -0.3432 0.6985
C -1.4125 -2.7191 -2.4522
H -3.4783 0.4475 -3.3914
H -2.7362 1.1451 0.1976
H -1.4104 -3.6574 -3.0077
C 0.5361 -1.9250 2.1345
C -1.7250 -1.5593 -3.3801
H 0.6606 -3.6093 4.9940
O -0.3356 -1.7957 1.2137
H -0.7216 -2.9520 3.2655
H 2.0695 -3.2794 4.0062
H -2.5768 1.5507 -2.3579
H 1.2967 -1.9618 4.9341
C 1.3249 3.0995 2.1085
C 3.8785 2.4441 0.4591
H 1.9978 -0.8808 1.1914
C -3.5993 0.0017 -1.2927
H 2.1301 4.1217 -1.7089
N 1.7600 -1.3910 2.0252
C -2.8444 0.5025 -2.5040
N 0.2267 -2.6169 3.2264
Si 2.1335 3.0139 0.4618
N -1.5877 -0.2535 -2.6875
H -2.1737 -2.8082 -1.6729
H 1.8130 3.8570 2.7291
*
```

Output
Molar mass, g mol⁻¹: 430.473
Calculated total energy, eV: -95079.002
HOMO-LUMO gap (alpha / beta), eV: 9.552 / 7.854
Maximum force, eV Å⁻¹: 0.513